# 1
A cluster of 2 separate species, C4H12NOS in total in a non-equilibrium geometry. Source: the OMol25 dataset; level of theory: wB97M-V/def2-TZVPD.

XYZ file:
```
19
Properties=species:S:1:pos:R:3:forces:R:3
C -0.0321 -0.1050 1.9994 -0.53 1.05 2.45
C 1.0805 -1.0007 -1.0630 -3.06 0.07 -1.16
C -0.5897 -0.7036 0.7518 -1.23 -0.16 1.39
C -1.1322 0.2334 -1.1284 -1.45 1.12 -0.63
N 0.0669 -0.0711 -0.4878 1.17 -0.54 0.78
O 0.4514 2.5184 -0.1019 -1.57 1.99 -1.49
S -1.9550 -0.7833 -2.0512 -0.11 -0.71 -1.48
H -0.4591 -0.5113 2.9835 0.35 0.07 -1.72
H 1.0375 -0.1600 2.1245 0.51 -0.33 -0.27
H -0.2784 0.9651 2.0763 0.05 -0.23 -0.27
H 0.4788 -1.8380 -1.4587 1.13 -0.07 0.66
H 1.5943 -0.5472 -1.8445 0.65 1.02 -1.59
H 1.7618 -1.1343 -0.3179 1.71 -1.31 2.08
H -1.6693 -0.3546 0.6616 1.16 -0.90 0.40
H -0.5028 -1.8274 0.8230 -0.08 1.21 -1.07
H 0.9876 3.1839 0.3540 -0.05 -0.20 -0.10
H 0.4531 0.8781 -0.2294 0.08 -0.52 0.14
H -0.1980 3.0663 -0.6927 1.72 -1.58 1.64
H -1.0953 -1.8085 -2.3988 -0.45 0.04 0.25
```
Forces are in eV/Å.

For the energy relative to the best compared isomer or geometry (same formula, charge and spin), the calculation gives 364.1 kJ/mol. As for the total charge: +1.

Mulliken population analysis, charges in e, atoms 1 to 2:
1. C -1.31
2. C -0.94

***

# 2
A cluster of 2 separate species, C4H12NOS in total in a non-equilibrium geometry. Source: the OMol25 dataset; level of theory: wB97M-V/def2-TZVPD.

XYZ file:
```
19
Properties=species:S:1:pos:R:3:forces:R:3
C 0.0069 -0.6792 1.9382 0.00 0.04 -0.09
C -0.4104 1.4963 -0.1905 -0.19 0.76 -0.36
C 0.9615 -0.2924 0.8242 0.14 -0.23 0.93
C 1.1846 0.0304 -1.4933 -1.49 1.20 1.03
N 0.2523 0.1986 -0.4082 0.01 -2.32 0.40
O -1.4762 -1.8177 -1.0314 0.12 0.10 0.06
S 1.6995 1.2416 -2.4602 1.72 1.38 -2.34
H 0.5933 -1.0258 2.7853 0.02 -0.03 0.05
H -0.5973 0.1585 2.2805 0.00 0.00 0.06
H -0.6465 -1.4931 1.6288 -0.04 -0.02 0.01
H 0.3220 2.2473 0.1117 0.01 -0.16 -0.05
H -0.9167 1.8168 -1.1018 0.07 -0.12 0.06
H -1.1552 1.4015 0.5954 0.10 -0.22 -0.03
H 1.5555 -1.1601 0.5197 -0.12 0.20 -0.01
H 1.6456 0.4962 1.1469 -0.03 -0.03 -0.20
H -2.3504 -2.0502 -0.7069 -0.11 -0.08 -0.02
H -0.4790 -0.5407 -0.6157 -0.05 0.50 0.28
H -1.2628 -2.4266 -1.7437 -0.08 -0.12 -0.10
H 1.0735 2.3984 -2.0788 -0.09 -0.86 0.33
```
Forces are in eV/Å.

For the energy relative to the best compared isomer or geometry (same formula, charge and spin), the calculation gives 0.0 kJ/mol. As for the total charge: +1. The spin multiplicity is 3.

Mulliken population analysis, charges in e, atoms 1 to 2:
1. C -1.08
2. C -1.24